No. 1
16
Properties=species:S:1:pos:R:3:forces:R:3:lowdin_charge:R:1 method="wB97M-V/def2-TZVPD" homo_ha=-0.317 lumo_ev=-0.261 e_above_lowest_kcal_mol=25.3 gap_ev=8.4 energy_ha=-1063.05548
H -0.882144 -0.569086 1.906812 -0.1608 -0.4607 0.1633 0.0176
N -1.594090 -1.167964 1.459835 0.5402 1.3555 -0.5509 0.0764
C -1.768717 -0.737622 0.264130 -0.4005 -1.5929 0.6651 -0.3306
N -1.132145 0.266010 -0.435233 0.8292 -0.4688 1.5070 -0.0187
C -0.279223 1.288641 0.139532 1.1368 -0.3932 0.2861 -0.2301
C 1.289187 1.142395 -0.167254 -1.5886 -0.6133 0.5101 -0.4229
S 2.009263 -0.331479 0.676105 -0.4736 0.4226 -1.3377 0.8345
C 1.543624 -1.486101 -0.544180 -0.2680 -1.8211 1.6063 -1.0462
S 1.582830 -3.111473 -0.194805 0.0548 1.7640 -0.8621 0.5531
H -2.501821 -1.358785 -0.295172 0.4810 0.8881 -0.2166 0.1213
H -1.523268 0.473806 -1.296729 -0.7444 0.3858 -1.6885 0.0973
H -0.461390 1.338761 1.214684 0.2102 -0.1037 0.0209 0.1061
H -0.602489 2.236883 -0.242364 -0.0920 0.6399 -0.3466 0.1031
H 1.392124 1.050456 -1.255498 0.2862 -0.0075 0.3064 0.0725
H 1.854670 1.993779 0.186213 -0.1101 0.3385 0.0271 0.0585
H 1.073589 -1.028222 -1.416076 0.2997 -0.3332 -0.0899 0.0080



No. 2
15
Properties=species:S:1:pos:R:3:forces:R:3:lowdin_charge:R:1 method="wB97M-V/def2-TZVPD" homo_ha=-0.523 total_charge=+1 smiles="C=C/N=N/C(C)=[NH2+]" lumo_ev=-4.891 e_above_lowest_kcal_mol=98.0 gap_ev=9.3 energy_ha=-321.13512
C 1.963072 -2.684697 0.926805 0.0757 1.3680 -1.1272 0.1247
C 0.790615 -2.004990 0.971995 1.5437 -1.8229 1.8787 -0.1869
N 0.913335 -0.786782 0.342570 -1.0997 1.0296 -0.5655 0.0709
N -0.092068 -0.071562 0.386789 -0.3319 0.5660 -0.1351 0.0955
C -0.417794 1.158586 -0.070518 0.2332 -0.3362 0.0116 -0.2851
C -1.079480 1.247246 -1.441581 -0.2450 -0.3528 0.3545 0.0270
N -0.318367 2.187055 0.768924 -1.7100 1.2084 0.0414 0.1965
H 2.149146 -3.582482 1.493430 0.0272 -0.1583 -0.1451 0.0779
H 2.746397 -2.212057 0.257719 -0.7723 -0.9840 1.0480 0.1058
H 0.017464 -2.320809 1.721856 0.2030 0.7711 -1.2968 0.1377
H -0.436546 1.109574 -2.293075 1.0362 -0.9566 0.1121 0.0993
H -1.434023 2.188883 -1.745139 -0.5883 1.8272 0.6748 0.0698
H -1.951327 0.607716 -1.583857 0.3154 -0.4302 0.4643 0.1074
H -1.037693 2.986038 0.618115 2.0727 -1.6628 0.3801 0.1891
H 0.116494 2.111210 1.729425 -0.7598 -0.0663 -1.6957 0.1704



No. 3
15
Properties=species:S:1:pos:R:3:forces:R:3:lowdin_charge:R:1 method="wB97M-V/def2-TZVPD" homo_ha=-0.502 total_charge=+1 smiles=C[n+]1ccn(N)c1 lumo_ev=-4.138 e_above_lowest_kcal_mol=105.2 gap_ev=9.5 energy_ha=-321.12365
C -1.336975 1.543906 1.107971 2.2411 3.6722 -2.1342 -0.0276
N -0.749574 0.349406 0.596009 2.0535 2.1422 -6.8134 -0.0584
C -0.020897 -0.512014 1.222646 -0.2910 -2.5776 0.9522 -0.0706
C 0.701524 -1.296657 0.363778 0.4742 0.1097 1.4150 -0.0024
N 0.633143 -0.747993 -0.864101 -0.7268 1.7381 -1.3594 -0.1766
N 1.167856 -1.283890 -1.970275 0.0367 0.6642 -1.3950 0.1548
C -0.114030 0.342880 -0.912788 -2.7957 0.8565 5.2956 0.1250
H -0.632253 2.463715 0.766262 -1.5129 -1.9616 0.5963 0.1525
H -2.311719 1.862909 0.770138 -0.3898 -0.8181 -0.0040 0.0980
H -1.179952 1.586720 2.128229 -0.3623 -0.1884 2.2508 0.0679
H -0.227283 -0.722055 2.250706 0.2962 -0.0570 0.5210 0.1517
H 1.371496 -2.073685 0.645394 0.1206 -0.6128 -0.3120 0.1365
H 1.113503 -0.758148 -2.865208 0.1679 -0.7845 1.3604 0.1648
H 1.714410 -2.093126 -1.817134 0.6263 -0.5031 -0.2141 0.1182
H -0.129249 1.338031 -1.421628 0.0621 -1.6799 -0.1592 0.1663



No. 4
15
Properties=species:S:1:pos:R:3:forces:R:3:lowdin_charge:R:1 method="wB97M-V/def2-TZVPD" homo_ha=-0.566 total_charge=+1 smiles=Cn1cn[n+](C)c1 lumo_ev=-3.803 e_above_lowest_kcal_mol=89.4 gap_ev=11.6 energy_ha=-321.14885
C 2.355391 0.332118 -0.082246 1.6234 -3.6389 2.3139 0.0460
N 0.991365 -0.211959 0.066647 1.2458 -1.3032 -0.1420 -0.0529
C 0.561488 -1.515155 0.028484 -0.0882 1.9280 -0.1468 -0.1236
N -0.675711 -1.700848 -0.041563 -3.7003 3.3624 0.0257 0.2692
N -1.191025 -0.114914 -0.018731 2.8252 -3.1091 -0.2545 0.0066
C -2.496131 0.418368 -0.044503 -3.1131 -2.3616 3.6409 -0.0252
C -0.076571 0.548939 0.072693 -1.0183 -1.6304 -0.4220 -0.0438
H 3.114985 -0.124775 0.704781 -1.9667 1.0284 -1.1126 0.1567
H 2.174233 1.319791 0.122172 0.6390 2.6168 0.0132 0.0608
H 2.845050 0.044360 -0.995057 -0.4499 0.4327 -0.8172 0.1007
H 1.174178 -2.328117 0.082021 1.8532 -1.9811 0.0145 0.1317
H -2.526032 1.442218 0.107698 0.7859 2.1278 1.1896 0.0769
H -3.093948 0.428958 -0.882524 -0.4427 -1.2452 -2.8271 0.0706
H -3.242219 -0.095798 0.756421 2.1742 1.1524 -1.5480 0.1729
H 0.084950 1.556808 0.123714 -0.3676 2.6211 0.0723 0.1533



No. 5
15
Properties=species:S:1:pos:R:3:forces:R:3:lowdin_charge:R:1 method="wB97M-V/def2-TZVPD" homo_ha=-0.514 total_charge=+1 lumo_ev=-4.840 e_above_lowest_kcal_mol=132.5 gap_ev=9.2 energy_ha=-321.08012
C 0.440735 -0.017148 0.073493 -2.1156 1.8488 0.8667 -0.3478
C -1.548043 -0.477773 -1.006651 -3.5448 -1.9880 -1.5686 0.1918
C 0.863916 -1.548219 -1.133941 1.1821 0.4218 -0.4282 -0.0159
C -0.254487 1.849262 1.569164 0.7707 -0.2845 -1.4343 -0.0336
N -0.324814 -0.759903 -0.905892 -0.1876 -0.5499 -0.6009 0.0052
N -0.354257 0.851200 0.474987 2.9151 3.2071 3.3246 0.0153
N 1.547598 -0.806437 -0.058437 -0.3689 1.8011 0.8391 0.1770
H -1.879266 0.344129 -0.226774 0.7888 -1.5209 -1.9009 0.1645
H -2.319606 -1.052047 -1.691549 2.0406 1.1597 1.2251 0.1685
H 0.766922 -2.517713 -0.879822 -0.7047 -3.4331 0.7725 0.1098
H 1.258117 -1.502139 -2.104503 0.6216 0.5668 -1.4080 0.1363
H 0.539921 1.594379 2.227146 0.1589 -0.5683 1.2366 0.0671
H 0.070704 2.857829 1.268505 -0.6353 -0.3344 -0.6306 0.0959
H -1.254071 1.853589 1.955309 -0.1378 0.3677 0.8389 0.0780
H 2.446632 -0.669008 0.438964 -0.7833 -0.6939 -1.1320 0.1879



No. 6
16
Properties=species:S:1:pos:R:3:forces:R:3:lowdin_charge:R:1 method="wB97M-V/def2-TZVPD" homo_ha=-0.495 total_charge=+1 smiles="[NH+]#CNCC/N=C/O" lumo_ev=-4.423 e_above_lowest_kcal_mol=102.6 gap_ev=9.0 energy_ha=-396.37271
N -2.330041 -2.190056 -0.182500 2.3206 3.1961 0.6406 0.3569
C -1.939168 -1.079469 -0.066433 -1.9999 -4.4446 -1.6875 -0.0861
N -1.743552 0.138838 0.118331 -0.9947 -0.0994 2.8463 0.0864
C -0.899924 1.072187 -0.506408 3.8017 1.2371 -0.2749 -0.1223
C 0.450314 1.195369 0.342608 -2.0888 -2.3859 3.6873 -0.1705
N 1.223121 -0.063801 0.571116 -3.1113 1.0084 -0.0050 0.0131
C 2.254150 -0.210371 -0.108158 0.4501 2.4377 -2.0314 -0.3929
O 3.087065 -1.137080 0.163510 0.8323 -4.2098 2.2625 0.0620
H -2.749972 -2.869729 -0.754636 -0.7969 -0.9476 -0.4049 0.1280
H -1.927741 0.292887 1.131886 0.0145 0.6768 -0.6547 0.2175
H -1.443930 2.004219 -0.565513 0.0890 0.3147 0.0961 0.1309
H -0.544882 0.821707 -1.516486 -0.7746 -0.4821 0.2468 0.1443
H 1.077723 1.885392 -0.083763 1.1835 2.1696 -0.9269 0.0677
H 0.210135 1.420921 1.498593 0.1725 0.4061 -2.7562 0.1595
H 2.585256 0.494736 -0.981676 -0.3521 -1.2980 1.5692 0.1849
H 2.691453 -1.775750 0.939535 1.2541 2.4209 -2.6073 0.2206



No. 7
16
Properties=species:S:1:pos:R:3:forces:R:3:lowdin_charge:R:1 method="wB97M-V/def2-TZVPD" homo_ha=-0.545 total_charge=+1 smiles="C=NN=C=[NH+]CCO" lumo_ev=-4.258 e_above_lowest_kcal_mol=136.5 gap_ev=10.6 energy_ha=-396.31871
C -2.652848 -1.206877 -0.291779 -2.2618 0.6540 -0.7208 0.0745
N -2.733210 -0.039066 0.217577 -1.2488 -1.8492 1.5156 0.0204
N -1.820826 0.862743 0.106984 1.4777 0.7109 -1.6387 0.1487
C -0.655338 0.990002 0.184063 1.9443 1.5847 0.4700 -0.0233
N 0.542172 1.570056 0.317930 -3.2386 0.1121 1.1947 0.0823
C 1.611835 0.953965 -0.354501 0.5314 -0.3977 -3.5974 -0.1389
C 1.630523 -0.554616 -0.047360 4.6125 0.8983 0.3801 -0.2611
O 0.391448 -0.912907 0.280897 -2.8070 -1.5905 3.1834 -0.0333
H -2.161143 -1.585224 -1.166042 1.3951 0.2982 -0.1234 0.0956
H -3.533984 -1.789605 -0.065587 0.0363 -0.3275 0.4603 0.0911
H 0.689070 1.932813 1.260341 0.1133 0.1388 -0.2612 0.1864
H 2.492681 1.473071 -0.059773 0.8313 0.2373 -0.1143 0.1269
H 1.432903 1.064654 -1.499995 0.4565 0.1226 1.9491 0.1761
H 2.467353 -0.736915 0.728944 -1.6372 0.0181 -0.6854 0.1663
H 1.931998 -1.145400 -0.883635 0.3022 -0.0525 -0.8600 0.1253
H 0.367371 -0.876696 1.271937 -0.5073 -0.5577 -1.1521 0.1629



No. 8
16
Properties=species:S:1:pos:R:3:forces:R:3:lowdin_charge:R:1 method="wB97M-V/def2-TZVPD" homo_ha=-0.527 total_charge=+1 lumo_ev=-3.756 e_above_lowest_kcal_mol=147.2 gap_ev=10.6 energy_ha=-396.30159
C 0.596283 -1.049260 -1.857180 -1.2394 -1.2878 1.0247 -0.1337
C -1.640597 -1.553756 -1.154415 1.3506 3.0578 1.9267 -0.1165
C -1.702485 -0.423403 -0.139061 1.2253 -0.4125 0.5830 -0.0544
C 0.397192 0.771141 1.259616 2.1991 0.6600 1.8361 -0.0654
N -0.482477 -1.715367 -1.933065 -1.5393 -0.9276 -0.0722 0.1115
N 0.927884 -0.030612 -0.984873 -0.2071 -0.6087 -0.0535 0.0610
N 0.000886 0.602418 -0.141287 -2.1947 -1.3381 -0.1599 -0.1058
O -2.396683 -0.235399 -1.217783 0.1942 0.7087 0.2185 0.1096
H 1.398525 -1.538005 -2.416635 0.3172 1.0604 -0.0325 0.1526
H -2.424448 -2.224562 -0.881600 0.3269 -1.4648 -0.8824 0.1492
H -1.920979 -0.270871 0.977463 0.0546 0.0555 -1.9486 0.1770
H 0.560640 -0.249776 1.837484 -0.5329 2.1494 -1.3972 0.1394
H 1.460905 1.350484 1.223174 -2.5440 -1.3445 0.4883 0.1439
H -0.399861 1.462885 1.772424 1.6025 -1.4621 -0.9245 0.1313
H 1.594719 0.566712 -1.391151 1.2002 1.0814 -0.0833 0.1370
H -0.233660 1.530640 -0.473379 -0.2131 0.0729 -0.5232 0.1633



no.,largest force on an atom (eV/A)
1,2.44
2,3.04
3,7.43
4,5.34
5,5.46
6,5.16
7,4.71
8,3.86